(1)
{
  "formula": "C51H72GeN2O5S3Si4Sn",
  "method": "the ωB97M-V functional and the def2-TZVPD basis",
  "homo_lumo_gap_ev": 5.1892,
  "e_above_lowest_kcal_mol": 10.3,
  "charge": -2,
  "largest_force_ev_per_a": 0.7,
  "mol_weight_g_mol": 1193.01,
  "energy_ha": -7116.1889,
  "symbols": ["Sn", "O", "C", "O", "C", "O", "O", "C", "C", "C", "C", "C", "C", "N", "C", "C", "C", "C", "C", "C", "H", "H", "H", "H", "H", "H", "H", "H", "H", "H", "C", "Si", "C", "C", "Si", "Si", "C", "C", "C", "Si", "C", "C", "C", "H", "H", "H", "H", "H", "H", "H", "H", "H", "H", "H", "H", "H", "H", "H", "H", "H", "H", "H", "H", "H", "H", "H", "H", "H", "H", "H", "C", "C", "C", "S", "O", "C", "C", "C", "H", "H", "H", "H", "H", "H", "H", "H", "H", "H", "H", "H", "H", "H", "C", "Ge", "C", "C", "C", "C", "C", "C", "C", "C", "C", "C", "C", "C", "C", "C", "C", "C", "C", "C", "H", "H", "H", "H", "H", "H", "H", "H", "H", "H", "H", "H", "H", "H", "H", "H", "S", "C", "N", "C", "C", "S", "H", "H", "H", "H", "H"],
  "xyz": [[0.14, 0.99, -0.11], [2.71, -0.21, 3.11], [2.12, 0.35, 2.20], [1.81, -0.17, 1.07], [1.76, 1.87, 2.29], [2.29, 2.58, 3.13], [0.92, 2.28, 1.40], [-5.51, 2.20, -1.19], [-4.81, 1.96, -2.37], [-3.43, 2.09, -2.40], [-2.70, 2.47, -1.26], [-3.41, 2.69, -0.08], [-4.79, 2.57, -0.05], [-1.32, 2.71, -1.37], [-1.09, 3.80, -2.18], [0.11, 4.01, -2.89], [0.31, 5.10, -3.72], [-0.66, 6.08, -3.88], [-1.85, 5.92, -3.17], [-2.06, 4.83, -2.36], [-6.59, 2.11, -1.16], [-5.34, 1.67, -3.27], [-2.89, 1.92, -3.32], [-2.87, 2.98, 0.81], [-5.32, 2.76, 0.88], [0.89, 3.27, -2.80], [1.24, 5.19, -4.26], [-0.50, 6.93, -4.53], [-2.63, 6.67, -3.25], [-3.00, 4.76, -1.82], [1.93, -1.13, -3.84], [2.10, 0.74, -3.78], [3.63, 1.13, -4.83], [0.64, 1.41, -4.76], [2.36, 1.38, -1.50], [4.42, 0.23, -1.03], [5.05, 0.05, 0.73], [5.77, 1.21, -1.95], [4.64, -1.49, -1.81], [3.04, 3.63, -0.94], [4.33, 3.59, 0.42], [3.91, 4.31, -2.48], [1.79, 4.88, -0.32], [1.98, -1.45, -4.89], [0.96, -1.45, -3.45], [2.70, -1.64, -3.28], [3.39, 0.95, -5.89], [4.48, 0.50, -4.57], [3.94, 2.17, -4.74], [0.53, 0.77, -5.64], [0.80, 2.44, -5.09], [-0.29, 1.39, -4.19], [5.49, 0.98, 1.09], [5.85, -0.71, 0.70], [4.31, -0.28, 1.46], [6.04, 2.13, -1.44], [5.49, 1.46, -2.97], [6.66, 0.57, -2.00], [3.88, -2.21, -1.51], [5.62, -1.86, -1.48], [4.66, -1.44, -2.90], [5.19, 2.96, 0.21], [3.89, 3.27, 1.37], [4.69, 4.62, 0.55], [4.77, 3.68, -2.74], [4.28, 5.32, -2.29], [3.25, 4.34, -3.34], [1.19, 4.43, 0.47], [1.13, 5.28, -1.09], [2.37, 5.70, 0.12], [0.68, -6.18, -2.08], [0.89, -5.09, -1.03], [1.61, -3.89, -1.61], [1.59, -2.43, -0.54], [0.15, -2.26, -0.21], [2.45, -3.11, 0.92], [1.50, -3.43, 2.06], [2.26, -3.62, 3.37], [0.16, -7.05, -1.65], [1.63, -6.53, -2.49], [0.08, -5.81, -2.91], [1.45, -5.49, -0.18], [-0.07, -4.75, -0.64], [1.09, -3.53, -2.51], [2.65, -4.10, -1.89], [3.13, -2.31, 1.24], [3.04, -3.97, 0.60], [0.90, -4.31, 1.82], [0.79, -2.60, 2.15], [3.03, -4.38, 3.27], [1.58, -3.92, 4.17], [2.73, -2.67, 3.65], [-1.56, 0.43, 0.85], [-1.72, -0.55, 2.47], [-2.24, -2.48, 2.45], [-2.17, -3.31, 1.34], [-2.58, -4.64, 1.41], [-3.09, -5.16, 2.59], [-3.19, -4.34, 3.70], [-2.78, -3.01, 3.62], [-3.41, 0.10, 3.34], [-4.62, -0.12, 2.69], [-5.83, 0.26, 3.25], [-5.86, 0.88, 4.49], [-4.67, 1.12, 5.15], [-3.46, 0.72, 4.58], [-0.42, -0.34, 3.91], [0.09, -1.43, 4.62], [0.96, -1.25, 5.69], [1.35, 0.03, 6.06], [0.86, 1.13, 5.36], [-0.03, 0.94, 4.31], [-2.15, -0.14, 0.13], [-1.76, -2.93, 0.41], [-2.49, -5.28, 0.54], [-3.40, -6.20, 2.64], [-3.59, -4.72, 4.63], [-2.87, -2.38, 4.50], [-4.62, -0.60, 1.71], [-6.76, 0.08, 2.71], [-6.80, 1.19, 4.92], [-4.67, 1.61, 6.12], [-2.54, 0.90, 5.13], [-0.19, -2.44, 4.33], [1.36, -2.11, 6.21], [2.05, 0.18, 6.87], [1.19, 2.13, 5.60], [-0.39, 1.80, 3.76], [-1.56, -0.98, -3.02], [-2.88, -1.67, -2.32], [-3.75, -1.09, -1.49], [-4.97, -1.80, -1.17], [-4.67, -3.28, -1.36], [-3.37, -3.34, -2.63], [-3.67, -0.09, -1.33], [-5.78, -1.47, -1.84], [-5.27, -1.59, -0.14], [-5.54, -3.83, -1.69], [-4.29, -3.72, -0.44]]
}

---

(2)
{
  "formula": "C51H74N3O2SSe2SiW",
  "method": "the ωB97M-V functional and the def2-TZVPD basis",
  "homo_lumo_gap_ev": 5.3691,
  "e_above_lowest_kcal_mol": 1.5,
  "charge": 3,
  "largest_force_ev_per_a": 1.0,
  "mol_weight_g_mol": 1163.08,
  "energy_ha": -7859.4233,
  "symbols": ["W", "C", "C", "C", "C", "C", "C", "C", "Se", "C", "C", "C", "C", "C", "C", "O", "C", "C", "C", "C", "C", "C", "C", "C", "C", "O", "C", "C", "C", "C", "C", "C", "H", "H", "H", "H", "H", "H", "H", "H", "H", "H", "H", "H", "H", "H", "H", "H", "H", "H", "H", "H", "H", "H", "H", "H", "H", "H", "H", "H", "H", "H", "H", "H", "H", "H", "H", "H", "H", "H", "H", "H", "C", "Si", "C", "C", "C", "C", "C", "C", "N", "C", "S", "H", "H", "H", "H", "H", "H", "H", "H", "H", "H", "H", "H", "C", "C", "C", "C", "N", "C", "Se", "N", "C", "C", "C", "C", "C", "C", "C", "C", "C", "C", "H", "H", "H", "H", "H", "H", "H", "H", "H", "H", "H", "H", "H", "H", "H", "H", "H", "H", "H", "H", "H", "H"],
  "xyz": [[-0.21, -0.42, -0.39], [3.60, 6.19, -0.40], [4.47, 4.98, -0.72], [5.59, 4.88, 0.33], [5.09, 5.17, -2.11], [3.67, 3.68, -0.70], [2.30, 3.65, -0.43], [1.65, 2.43, -0.43], [-0.21, 2.29, -0.01], [-0.09, 2.04, 1.90], [0.08, 3.10, 2.75], [0.26, 2.87, 4.12], [0.24, 1.55, 4.56], [0.05, 0.44, 3.74], [-0.11, 0.74, 2.40], [-0.29, -0.26, 1.43], [0.00, -0.99, 4.29], [-1.40, -1.56, 4.04], [1.07, -1.87, 3.61], [0.27, -1.03, 5.79], [0.46, 4.06, 5.05], [0.63, 3.62, 6.51], [-0.76, 4.99, 4.95], [1.73, 4.82, 4.61], [2.32, 1.25, -0.71], [1.56, 0.09, -0.71], [3.69, 1.23, -0.98], [4.31, 2.47, -0.96], [4.45, -0.07, -1.25], [5.92, 0.20, -1.58], [3.83, -0.82, -2.44], [4.41, -0.95, 0.01], [4.22, 7.09, -0.42], [2.80, 6.33, -1.13], [3.16, 6.13, 0.60], [6.15, 5.82, 0.36], [5.18, 4.71, 1.33], [6.29, 4.08, 0.11], [5.64, 6.10, -2.15], [5.79, 4.37, -2.36], [4.32, 5.20, -2.88], [1.76, 4.56, -0.22], [0.09, 4.11, 2.36], [0.39, 1.37, 5.62], [-1.65, -1.60, 2.98], [-1.47, -2.57, 4.45], [-2.16, -0.95, 4.54], [0.92, -1.96, 2.53], [2.07, -1.46, 3.78], [1.04, -2.87, 4.03], [-0.47, -0.47, 6.36], [0.23, -2.06, 6.14], [1.27, -0.64, 6.04], [-0.25, 3.10, 6.88], [1.51, 2.99, 6.65], [0.77, 4.51, 7.13], [-1.67, 4.46, 5.23], [-0.63, 5.83, 5.64], [-0.88, 5.40, 3.95], [2.61, 4.17, 4.65], [1.63, 5.21, 3.60], [1.90, 5.66, 5.28], [5.37, 2.50, -1.17], [6.03, 0.80, -2.48], [6.44, 0.71, -0.76], [6.43, -0.75, -1.74], [3.80, -0.18, -3.33], [4.43, -1.69, -2.69], [2.82, -1.17, -2.23], [4.85, -0.43, 0.86], [3.39, -1.24, 0.27], [4.99, -1.85, -0.16], [-5.33, -1.04, -2.83], [-4.73, 0.63, -3.43], [-5.26, 0.97, -5.18], [-5.16, 2.02, -2.26], [-2.80, 0.52, -3.46], [-2.04, 0.76, -4.62], [-0.65, 0.71, -4.64], [0.03, 0.39, -3.48], [-0.68, 0.12, -2.37], [-2.03, 0.20, -2.36], [-2.53, -0.12, -0.68], [-6.42, -1.08, -2.90], [-5.07, -1.23, -1.78], [-4.93, -1.85, -3.43], [-6.35, 1.01, -5.22], [-4.94, 0.20, -5.88], [-4.90, 1.94, -5.54], [-6.25, 2.17, -2.26], [-4.71, 2.96, -2.58], [-4.86, 1.81, -1.23], [-2.56, 1.02, -5.53], [-0.10, 0.91, -5.55], [1.10, 0.32, -3.41], [2.63, -5.07, -2.74], [2.21, -5.84, -1.49], [3.03, -5.47, -0.26], [2.65, -4.11, 0.33], [1.30, -4.13, 0.92], [0.17, -3.64, 0.42], [-0.01, -2.77, -1.27], [-0.87, -3.94, 1.21], [-2.29, -3.65, 0.97], [-2.94, -4.50, -0.12], [-2.88, -6.01, 0.09], [-1.53, -6.65, -0.24], [-0.38, -4.64, 2.31], [-1.02, -5.18, 3.42], [-0.21, -5.83, 4.34], [1.18, -5.94, 4.16], [1.81, -5.41, 3.05], [1.00, -4.76, 2.12], [2.08, -5.41, -3.62], [3.70, -5.22, -2.94], [2.47, -3.99, -2.65], [2.31, -6.91, -1.67], [1.14, -5.68, -1.29], [4.08, -5.41, -0.53], [2.95, -6.23, 0.51], [2.67, -3.33, -0.42], [3.33, -3.82, 1.13], [-2.38, -2.58, 0.75], [-2.79, -3.82, 1.92], [-2.52, -4.25, -1.10], [-3.98, -4.17, -0.15], [-3.64, -6.46, -0.55], [-3.18, -6.25, 1.12], [-1.12, -6.24, -1.16], [-1.64, -7.72, -0.39], [-0.79, -6.52, 0.55], [-2.09, -5.12, 3.57], [-0.66, -6.27, 5.21], [1.76, -6.45, 4.91], [2.88, -5.51, 2.92]]
}

---

(3)
{
  "formula": "C51H75F5NO12S2",
  "method": "the ωB97M-V functional and the def2-TZVPD basis",
  "homo_lumo_gap_ev": 9.6719,
  "e_above_lowest_kcal_mol": 0.0,
  "charge": 1,
  "largest_force_ev_per_a": 2.7,
  "mol_weight_g_mol": 1053.28,
  "energy_ha": -4241.3376,
  "symbols": ["C", "C", "N", "C", "C", "C", "C", "C", "O", "C", "H", "H", "H", "H", "H", "H", "H", "H", "H", "H", "H", "H", "H", "H", "H", "H", "H", "H", "H", "H", "F", "C", "C", "C", "C", "C", "C", "H", "H", "H", "H", "H", "F", "C", "C", "C", "C", "C", "C", "H", "H", "H", "H", "H", "F", "C", "C", "C", "C", "C", "C", "H", "H", "H", "H", "H", "F", "C", "C", "C", "C", "C", "C", "H", "H", "H", "H", "H", "F", "C", "C", "C", "C", "C", "C", "H", "H", "H", "H", "H", "C", "S", "O", "C", "H", "H", "H", "H", "H", "H", "C", "S", "O", "C", "H", "H", "H", "H", "H", "H", "C", "O", "C", "O", "O", "C", "H", "H", "H", "H", "H", "H", "C", "O", "C", "O", "O", "C", "H", "H", "H", "H", "H", "H", "C", "O", "C", "O", "O", "C", "H", "H", "H", "H", "H", "H"],
  "xyz": [[0.53, 1.99, 0.90], [0.08, 0.55, 1.24], [0.90, -0.60, 0.72], [2.22, -0.54, 1.49], [0.16, -1.86, 1.05], [0.89, -3.14, 0.67], [1.26, -0.46, -0.74], [0.13, -0.75, -1.71], [-1.09, -0.20, -1.26], [-2.23, -0.75, -1.87], [-0.03, 2.69, 1.51], [0.26, 2.07, -0.15], [1.59, 2.20, 0.95], [-0.95, 0.43, 0.93], [0.06, 0.43, 2.33], [2.81, -1.35, 1.07], [1.97, -0.74, 2.53], [2.67, 0.39, 1.15], [-0.77, -1.80, 0.49], [-0.20, -1.73, 2.07], [1.81, -3.22, 1.26], [1.14, -3.22, -0.38], [0.30, -4.02, 0.93], [2.09, -1.09, -1.06], [1.67, 0.54, -0.85], [0.02, -1.84, -1.82], [0.43, -0.30, -2.66], [-2.27, -0.56, -2.95], [-3.15, -0.29, -1.50], [-2.24, -1.83, -1.69], [4.03, 1.01, -2.06], [3.60, 0.22, -3.05], [2.77, 0.72, -4.03], [2.30, -0.14, -5.04], [2.71, -1.48, -5.04], [3.60, -1.93, -4.06], [4.00, -1.12, -3.04], [2.48, 1.76, -4.06], [1.70, 0.39, -5.76], [2.17, -2.12, -5.73], [3.99, -2.93, -4.19], [4.74, -1.35, -2.29], [1.59, 1.14, 4.40], [0.84, 2.21, 4.76], [1.09, 3.43, 4.14], [0.31, 4.53, 4.45], [-0.81, 4.36, 5.26], [-1.11, 3.11, 5.78], [-0.27, 2.03, 5.54], [1.89, 3.48, 3.40], [0.51, 5.46, 3.93], [-1.43, 5.22, 5.50], [-1.93, 2.88, 6.44], [-0.58, 1.06, 5.91], [-1.53, -4.15, 3.02], [-2.12, -2.95, 3.11], [-3.12, -2.53, 2.23], [-3.68, -1.27, 2.34], [-3.31, -0.45, 3.43], [-2.43, -0.95, 4.39], [-1.83, -2.18, 4.21], [-3.34, -3.13, 1.35], [-4.47, -0.85, 1.74], [-3.81, 0.49, 3.62], [-2.23, -0.33, 5.25], [-1.08, -2.51, 4.92], [2.55, -5.11, -1.80], [1.29, -5.04, -2.32], [0.48, -6.17, -2.22], [-0.78, -6.08, -2.80], [-1.12, -4.96, -3.56], [-0.28, -3.88, -3.63], [0.95, -3.86, -2.93], [0.79, -7.07, -1.70], [-1.40, -6.96, -2.64], [-2.08, -4.87, -4.06], [-0.64, -2.93, -4.01], [1.42, -2.89, -2.93], [-7.82, 0.98, -0.36], [-7.32, -0.23, -0.03], [-6.41, -0.84, -0.87], [-5.92, -2.10, -0.60], [-6.27, -2.68, 0.62], [-7.10, -2.00, 1.51], [-7.73, -0.82, 1.14], [-6.05, -0.28, -1.73], [-5.14, -2.56, -1.19], [-5.75, -3.54, 1.02], [-7.34, -2.50, 2.45], [-8.42, -0.41, 1.86], [-2.08, 1.05, -6.80], [-1.61, -0.52, -5.99], [-1.28, -0.25, -4.55], [-3.26, -1.26, -5.95], [-2.81, 1.55, -6.16], [-2.55, 0.82, -7.75], [-1.22, 1.69, -6.99], [-3.16, -1.94, -5.10], [-3.54, -1.82, -6.84], [-4.07, -0.59, -5.67], [6.98, 0.81, -0.10], [5.40, 0.24, 0.70], [4.99, -1.00, -0.03], [6.22, -0.28, 2.27], [7.84, 0.30, 0.31], [7.02, 1.89, -0.06], [6.91, 0.42, -1.12], [7.16, 0.28, 2.30], [6.41, -1.35, 2.25], [5.62, -0.03, 3.14], [-0.61, 2.56, -3.45], [0.12, 3.78, -3.35], [1.22, 3.82, -2.65], [1.60, 3.01, -1.83], [1.89, 4.92, -2.94], [3.09, 5.17, -2.21], [-1.02, 2.29, -2.48], [-0.02, 1.73, -3.84], [-1.39, 2.72, -4.19], [3.46, 6.15, -2.46], [3.88, 4.45, -2.44], [2.81, 5.09, -1.16], [4.26, -3.38, 2.83], [3.86, -3.74, 4.13], [2.57, -3.62, 4.46], [1.82, -2.85, 3.91], [2.33, -4.44, 5.44], [1.03, -4.58, 5.97], [5.31, -3.61, 2.69], [4.19, -2.30, 2.72], [3.75, -3.92, 2.03], [0.93, -5.55, 6.44], [0.24, -4.46, 5.22], [0.86, -3.76, 6.67], [-3.29, 8.68, 1.59], [-2.26, 7.70, 1.82], [-1.70, 7.16, 0.77], [-1.96, 7.32, -0.39], [-0.71, 6.37, 1.21], [-0.08, 5.51, 0.29], [-3.39, 9.40, 2.39], [-4.20, 8.11, 1.44], [-3.08, 9.19, 0.65], [-0.02, 5.87, -0.74], [-0.56, 4.53, 0.35], [0.94, 5.33, 0.63]]
}

---

What is the formula in the third record? C51H75F5NO12S2